No. 1
Formula: C67H76BFN5O2
Source: OMol25
Level of theory: wB97M-V/def2-TZVPD

Each line ends with the Mulliken charge.
Element x y z (Å)
C 1.372 -0.609 -0.127  -1.7481
C 0.859 0.792 0.092  0.8822
C 1.591 1.961 -0.175  0.4766
B 3.077 1.772 -0.777  0.5438
O 4.124 1.941 0.093  -0.8425
N 3.383 1.477 -2.175  0.4357
C 2.270 1.786 -3.093  -1.0485
C 3.673 0.025 -2.389  -1.5115
C 1.052 3.210 0.075  -0.1637
C 1.939 4.422 -0.187  -1.4127
C 2.046 4.854 -1.657  0.5388
O 3.100 4.794 -2.228  -0.4439
F 0.984 5.355 -2.328  -0.2380
N -0.219 3.309 0.547  0.0307
C -0.839 4.641 0.786  -1.6046
C -1.418 5.152 -0.589  -0.3035
C -2.971 5.158 -0.657  -0.8102
C -3.606 4.037 -1.521  -0.9056
N -2.778 3.612 -2.660  -0.6293
C -0.951 2.202 0.806  -0.2562
N -2.293 2.254 1.307  -0.0185
C -0.449 0.935 0.606  0.5346
C -1.264 -0.273 0.906  0.1222
C -1.495 -0.729 2.197  -0.0445
C -2.226 -1.865 2.506  -0.9851
N -2.745 -2.624 1.544  -0.5300
C -2.543 -2.188 0.314  -0.8111
C -1.844 -1.066 -0.100  -0.1794
H 2.463 -0.698 -0.131  0.4469
H 0.936 -0.972 -1.072  0.2754
H 1.001 -1.301 0.642  0.4655
H 4.920 1.684 -0.399  0.3442
H 2.104 2.855 -3.254  0.2950
H 2.545 1.374 -4.079  0.3437
H 1.308 1.311 -2.823  0.3379
H 4.199 -0.435 -1.543  0.5107
H 4.236 -0.049 -3.330  0.3714
H 2.722 -0.512 -2.553  0.3594
H 1.616 5.316 0.369  0.6050
H 2.971 4.251 0.137  0.4552
H -0.120 5.349 1.200  0.4256
H -1.673 4.580 1.487  0.9178
H -0.923 4.587 -1.383  0.5402
H -1.084 6.194 -0.695  0.4622
H -3.359 5.047 0.369  0.2431
H -3.287 6.131 -1.051  0.5040
H -3.954 3.164 -0.930  0.3811
H -4.530 4.458 -1.949  0.5202
H -3.338 2.996 -3.245  0.3320
H -2.042 2.994 -2.318  0.0772
H -2.193 2.679 2.236  0.4162
H -2.803 2.967 0.780  -0.0408
H -1.075 -0.150 3.026  0.5115
H -2.362 -2.187 3.540  0.7505
H -2.965 -2.808 -0.486  0.4316
H -1.745 -0.807 -1.154  0.5881
C 3.226 -3.799 -3.203  0.1768
C 2.542 -4.682 -4.026  -0.5358
C 3.245 -5.585 -4.811  -0.3751
C 4.633 -5.610 -4.765  -0.4329
C 5.317 -4.729 -3.939  -0.4439
C 4.614 -3.820 -3.160  -0.4899
H 2.677 -3.091 -2.592  0.2739
H 1.459 -4.666 -4.057  0.3575
H 2.712 -6.270 -5.458  0.3679
H 5.181 -6.317 -5.374  0.3657
H 6.399 -4.750 -3.903  0.3875
H 5.149 -3.129 -2.520  0.3563
C -6.217 0.460 3.064  -0.5735
C -7.322 0.730 3.858  -0.4044
C -7.387 1.914 4.581  -0.4544
C -6.349 2.833 4.503  -0.5291
C -5.244 2.563 3.707  -0.4040
C -5.176 1.375 2.990  0.2507
H -6.166 -0.465 2.502  0.4059
H -8.135 0.018 3.914  0.3770
H -8.246 2.122 5.205  0.3704
H -6.401 3.757 5.064  0.3780
H -4.434 3.283 3.646  0.2590
H -4.311 1.163 2.372  0.3279
C 0.471 -5.133 5.232  -0.5910
C 0.078 -6.360 5.750  -0.4472
C -1.099 -6.955 5.313  -0.5799
C -1.878 -6.326 4.351  -0.1420
C -1.484 -5.101 3.830  -0.4973
C -0.312 -4.503 4.274  -0.1950
H 1.386 -4.668 5.576  0.4373
H 0.689 -6.852 6.496  0.4036
H -1.408 -7.908 5.721  0.4084
H -2.793 -6.792 4.006  0.3476
H -2.092 -4.613 3.078  0.4332
H -0.006 -3.543 3.871  0.4378
C -6.420 6.741 0.014  -0.2342
C -5.457 7.618 0.495  -0.2190
C -5.659 8.988 0.410  -0.5052
C -6.829 9.482 -0.150  -0.3754
C -7.794 8.606 -0.628  -0.3903
C -7.588 7.235 -0.551  -0.5384
H -6.261 5.670 0.078  0.4411
H -4.547 7.232 0.938  0.3558
H -4.905 9.672 0.780  0.3648
H -6.990 10.551 -0.213  0.3712
H -8.707 8.992 -1.063  0.3674
H -8.339 6.552 -0.928  0.3681
C 2.081 -2.505 9.831  -0.4234
C 2.283 -1.541 8.853  -0.3510
C 1.438 -1.481 7.753  -0.4379
C 0.386 -2.379 7.636  -0.2343
C 0.182 -3.341 8.616  -0.4499
C 1.031 -3.407 9.711  -0.4005
H 2.742 -2.555 10.688  0.3644
H 3.100 -0.837 8.948  0.3602
H 1.600 -0.733 6.986  0.3426
H -0.276 -2.330 6.780  0.4561
H -0.640 -4.040 8.524  0.4066
H 0.875 -4.160 10.473  0.3718
C 7.157 0.929 -4.613  -0.4663
C 6.821 0.854 -3.269  -0.2167
C 7.688 0.249 -2.367  -0.4336
C 8.896 -0.272 -2.810  -0.5382
C 9.234 -0.194 -4.154  -0.5419
C 8.363 0.403 -5.057  -0.2807
H 6.479 1.398 -5.316  0.3975
H 5.882 1.268 -2.924  0.5746
H 7.423 0.184 -1.318  0.3350
H 9.574 -0.739 -2.107  0.3875
H 10.176 -0.599 -4.499  0.3882
H 8.625 0.458 -6.106  0.4102
C -5.092 -10.783 1.353  -0.3245
C -6.191 -10.487 2.148  -0.3749
C -6.232 -9.298 2.862  -0.4322
C -5.177 -8.399 2.774  -0.3204
C -4.079 -8.694 1.976  -0.2082
C -4.035 -9.888 1.269  -0.5177
H -5.060 -11.713 0.799  0.3596
H -7.017 -11.185 2.211  0.3584
H -7.086 -9.070 3.487  0.3543
H -5.211 -7.469 3.328  0.3768
H -3.256 -7.993 1.906  0.3885
H -3.176 -10.120 0.651  0.3522
C 4.792 3.767 -9.088  -0.3630
C 5.604 3.397 -8.025  -0.4469
C 6.748 2.645 -8.253  -0.1512
C 7.087 2.271 -9.547  -0.4596
C 6.277 2.644 -10.611  -0.3505
C 5.127 3.388 -10.381  -0.4051
H 3.897 4.350 -8.910  0.3578
H 5.344 3.695 -7.016  0.4212
H 7.379 2.352 -7.423  0.3055
H 7.982 1.689 -9.725  0.3564
H 6.541 2.354 -11.620  0.3639
H 4.493 3.674 -11.211  0.3576

Values from the calculation:
- net charge = +1
- frontier orbital gap (eV) = 6.6
- spin multiplicity = 1
- LUMO level (eV) = -3.8435

No. 2
Formula: C68H156F4N3O9P4S4
Source: OMol25
Level of theory: wB97M-V/def2-TZVPD

Each line ends with the Mulliken charge.
Element x y z (Å)
C 1.162 -4.757 -3.183  -1.4715
C 0.885 -3.634 -2.147  0.6028
C 0.345 -4.396 -0.909  -0.7383
O -0.871 -5.013 -1.495  -0.3613
C -1.746 -5.556 -0.490  -0.7565
N 2.233 -3.046 -1.807  1.5486
H 2.810 -3.640 -1.229  0.1988
H 2.783 -2.753 -2.601  0.4476
H 2.190 -2.238 -1.203  -0.5219
H 0.246 -5.290 -3.437  0.3564
H 1.830 -5.558 -2.864  0.3260
H 1.515 -4.479 -4.176  0.5341
H 0.191 -2.830 -2.392  -0.5026
H 0.122 -3.681 -0.117  0.5715
H 1.053 -5.134 -0.532  0.4167
H -2.602 -5.778 -1.127  0.1276
H -1.894 -4.880 0.352  0.3092
H -1.358 -6.492 -0.088  0.4340
C 9.633 0.870 -5.682  -1.2125
C 8.233 0.317 -5.508  -0.6907
C 7.512 0.585 -4.101  -0.3991
C 6.006 0.426 -4.201  -1.3232
P 4.926 0.790 -2.809  0.9317
C 5.477 2.280 -1.918  -0.9049
C 4.370 2.925 -1.153  0.1990
C 4.855 4.187 -0.368  -0.4693
C 3.559 4.897 0.266  -1.0562
C 5.074 -0.601 -1.687  0.6179
C 6.448 -0.936 -1.106  -1.4040
C 6.280 -1.452 0.361  0.1014
C 6.351 -0.267 1.382  -1.0656
C 3.212 1.007 -3.480  0.1423
C 2.951 2.328 -4.330  -0.6143
C 2.077 2.238 -5.498  -1.1715
C 0.626 1.771 -5.131  -0.6897
H 10.162 0.438 -4.833  0.3230
H 9.577 1.952 -5.567  0.3272
H 9.966 0.580 -6.679  0.3796
H 8.212 -0.755 -5.699  0.4049
H 7.549 0.713 -6.259  0.4102
H 7.753 1.637 -3.946  0.2474
H 7.717 -0.092 -3.273  0.3118
H 5.563 -0.555 -4.374  0.5874
H 5.681 1.105 -4.988  0.6277
H 5.813 2.986 -2.677  0.7671
H 6.251 2.016 -1.198  0.5016
H 3.848 2.340 -0.396  -0.1349
H 3.594 3.336 -1.799  -0.1311
H 5.422 4.854 -1.018  0.5083
H 5.477 3.772 0.425  0.0673
H 3.755 5.890 0.671  0.4401
H 3.179 4.234 1.043  0.0596
H 2.683 4.996 -0.375  0.3318
H 4.604 -1.481 -2.126  0.4725
H 4.487 -0.215 -0.854  -0.8831
H 7.246 -0.194 -1.065  0.5343
H 6.965 -1.682 -1.710  0.6104
H 7.096 -2.154 0.534  0.6671
H 5.382 -2.046 0.529  -0.5068
H 7.422 -0.065 1.404  0.6898
H 6.179 -0.579 2.412  0.3128
H 5.759 0.626 1.183  -0.2421
H 2.539 1.102 -2.627  -0.6449
H 2.893 0.041 -3.870  0.7115
H 3.831 2.819 -4.747  0.4831
H 2.559 3.088 -3.654  0.2308
H 2.430 1.684 -6.367  0.3845
H 1.945 3.256 -5.866  0.4045
H 0.867 0.713 -5.029  0.1418
H -0.138 2.015 -5.869  0.4653
H 0.425 2.182 -4.141  0.0889
C 7.535 3.119 3.362  -1.0640
C 7.647 2.010 4.511  -0.8068
C 6.485 1.679 5.417  -0.7151
C 5.242 0.979 4.767  0.0138
P 3.889 0.951 5.974  0.5385
C 4.495 0.426 7.609  -1.3029
C 4.904 1.551 8.583  -0.6320
C 5.844 1.102 9.707  -0.6156
C 6.247 2.336 10.621  -1.2433
C 3.098 2.604 6.054  -0.4662
C 2.679 3.129 4.736  -0.0718
C 2.183 4.537 4.593  -0.7834
C 2.781 5.509 5.671  -1.3284
C 2.858 -0.387 5.368  -0.5447
C 3.676 -1.675 4.865  -0.5012
C 2.993 -2.995 5.116  -1.3750
C 1.942 -3.237 4.087  -0.7107
H 7.331 4.158 3.619  0.4075
H 6.910 2.909 2.494  0.0461
H 8.565 3.204 3.013  0.4248
H 8.473 2.364 5.127  0.3758
H 7.953 1.112 3.975  0.3581
H 6.189 2.610 5.899  0.3869
H 6.884 0.997 6.168  0.1712
H 5.464 -0.088 4.746  0.5064
H 4.984 1.468 3.827  -0.0137
H 5.322 -0.270 7.467  0.4983
H 3.720 -0.126 8.141  0.6908
H 3.989 1.957 9.014  0.4340
H 5.407 2.325 8.004  0.3051
H 6.665 0.473 9.362  0.3926
H 5.154 0.452 10.244  0.3339
H 5.391 2.928 10.946  0.3258
H 6.923 2.953 10.029  0.3139
H 6.700 2.010 11.557  0.4011
H 3.742 3.354 6.514  0.6285
H 2.212 2.473 6.676  0.6190
H 1.926 2.420 4.395  -0.1427
H 3.451 2.975 3.981  0.1227
H 1.167 4.418 4.968  0.3079
H 2.092 4.927 3.579  0.4912
H 2.384 5.202 6.638  0.3362
H 2.564 6.552 5.437  0.4010
H 3.854 5.321 5.707  0.3279
H 2.221 0.017 4.582  -0.0680
H 2.220 -0.702 6.193  0.8427
H 4.709 -1.790 5.196  0.7825
H 3.878 -1.559 3.800  0.1662
H 2.620 -2.917 6.137  0.4410
H 3.682 -3.835 5.205  0.4148
H 2.263 -3.306 3.047  -0.1481
H 1.260 -2.404 4.258  0.3145
H 1.367 -4.152 4.227  0.4609
C -1.336 1.377 2.704  -0.5579
C -1.916 2.757 2.251  -0.7907
C -2.064 3.104 0.793  1.1997
C -2.376 4.593 0.597  -1.9774
P -4.084 4.984 0.219  0.8315
C -4.051 6.730 -0.267  -0.8762
C -5.358 7.169 -0.927  -0.5048
C -5.526 8.617 -1.180  -0.7818
C -4.219 9.267 -1.760  -1.1144
C -4.591 3.999 -1.220  -1.3437
C -3.541 4.224 -2.377  -0.2756
C -3.906 3.281 -3.540  -0.3969
C -4.726 3.986 -4.630  -1.4524
C -5.031 4.524 1.757  -1.4240
C -5.865 3.183 1.557  -0.2518
C -6.505 2.864 2.968  -0.5859
C -6.990 1.432 3.111  -1.3918
H -0.249 1.373 2.622  -0.1886
H -1.792 0.813 1.891  -0.0185
H -1.701 1.156 3.707  0.5398
H -1.292 3.561 2.642  0.3891
H -2.840 2.948 2.797  0.0291
H -2.658 2.382 0.232  0.3994
H -1.069 3.017 0.356  -0.4846
H -1.718 5.036 -0.149  0.6242
H -2.126 5.100 1.529  0.8504
H -3.343 6.695 -1.094  0.6237
H -3.758 7.353 0.578  0.5199
H -6.222 6.839 -0.350  0.3368
H -5.426 6.627 -1.870  0.1872
H -6.009 9.144 -0.357  0.4125
H -6.239 8.648 -2.004  0.3545
H -4.247 8.881 -2.779  0.3245
H -3.229 9.060 -1.354  0.3040
H -4.326 10.352 -1.735  0.3446
H -5.600 4.254 -1.544  0.6848
H -4.615 2.952 -0.918  0.7610
H -2.509 4.065 -2.062  0.2257
H -3.492 5.246 -2.753  0.2376
H -4.369 2.413 -3.070  0.2428
H -3.031 2.867 -4.040  0.2006
H -5.732 4.266 -4.317  0.3214
H -4.792 3.355 -5.517  0.4253
H -4.333 4.932 -5.004  0.3615
H -5.654 5.361 2.071  0.8054
H -4.315 4.408 2.570  0.6428
H -5.187 2.338 1.437  0.1469
H -6.595 3.376 0.771  0.4704
H -7.415 3.400 3.238  0.3625
H -5.798 3.014 3.784  0.3604
H -7.523 1.069 2.232  0.3303
H -7.415 1.394 4.114  0.4156
H -6.139 0.754 3.168  0.3079
C -2.290 -1.266 -3.508  -0.5014
C -3.433 -1.415 -2.544  -0.4051
C -3.750 -2.888 -2.335  0.1521
C -5.076 -3.069 -1.592  -1.2753
P -6.384 -4.086 -2.379  0.4347
C -7.963 -4.137 -1.486  -1.0557
C -9.181 -4.848 -2.167  -0.1788
C -10.505 -4.747 -1.353  -0.6977
C -11.037 -3.302 -1.328  -1.2178
C -5.942 -5.833 -2.639  -0.9980
C -5.551 -6.581 -1.349  -0.6572
C -4.941 -7.940 -1.590  -0.8878
C -5.884 -9.172 -1.909  -1.2556
C -6.757 -3.450 -4.144  -0.9495
C -7.615 -4.396 -5.161  -0.8079
C -6.944 -5.176 -6.242  -0.5310
C -7.763 -6.178 -7.159  -1.2510
H -2.015 -0.237 -3.739  0.2299
H -2.655 -1.569 -4.489  0.6115
H -1.385 -1.783 -3.189  -0.5919
H -4.227 -0.719 -2.814  0.5077
H -3.198 -0.991 -1.567  0.2157
H -2.933 -3.374 -1.803  -0.5236
H -3.741 -3.396 -3.299  0.6807
H -5.503 -2.128 -1.244  0.7281
H -4.902 -3.579 -0.644  0.7476
H -8.227 -3.087 -1.364  0.5852
H -7.796 -4.539 -0.486  0.6255
H -9.010 -5.924 -2.212  0.2354
H -9.314 -4.331 -3.118  0.1132
H -10.264 -4.965 -0.313  0.3246
H -11.223 -5.547 -1.532  0.4130
H -11.281 -2.981 -2.340  0.3184
H -10.340 -2.554 -0.951  0.2762
H -11.954 -3.075 -0.785  0.4322
H -5.098 -5.718 -3.319  0.6559
H -6.790 -6.202 -3.216  0.5995
H -6.423 -6.898 -0.777  0.3151
H -4.856 -6.054 -0.695  0.5092
H -4.299 -8.121 -0.728  0.4453
H -4.204 -7.773 -2.376  0.3550
H -5.390 -10.143 -1.929  0.3553
H -6.258 -8.920 -2.902  0.3463
H -6.826 -9.224 -1.363  0.3253
H -5.877 -3.041 -4.640  0.5120
H -7.347 -2.552 -3.963  0.5223
H -8.327 -3.800 -5.733  0.5533
H -8.229 -5.107 -4.608  0.2459
H -6.085 -5.550 -5.684  0.2752
H -6.626 -4.311 -6.825  0.3646
H -7.130 -7.057 -7.289  0.3360
H -7.822 -5.767 -8.167  0.3265
H -8.745 -6.494 -6.807  0.3739
N 5.076 -6.471 0.798  -0.2238
S 5.688 -5.553 -0.295  1.0394
O 6.781 -4.708 0.119  -0.3679
O 4.747 -5.003 -1.315  -0.4478
F 6.406 -6.711 -1.176  -0.2577
S 4.330 -5.193 1.681  1.1086
O 3.238 -4.542 0.972  -0.1591
O 5.130 -4.463 2.663  -0.4580
F 3.472 -5.974 2.760  -0.2670
N 1.610 -0.623 -0.407  -0.4892
S 0.389 0.106 -0.455  0.6123
O 0.616 1.573 -0.259  -0.5365
O -0.818 -0.495 0.024  -0.7401
F 0.234 0.040 -2.049  -0.1593
S 2.219 -0.179 1.120  0.2358
O 1.286 -0.265 2.198  -0.4134
O 3.367 0.682 1.222  -0.3065
F 3.078 -1.598 1.319  -0.0986

Values from the calculation:
- net charge = +4
- frontier orbital gap (spin up / spin down) (eV) = 9.0 / 4.3
- expectation value of S² = 0.76
- spin multiplicity = 2
- LUMO level (spin up / spin down) (eV) = -8.0778 / -12.8299